[1]
# C7H18PS

2 unconnected molecules or ions with the total composition C7H18PS at a distorted geometry (ωB97M-V with the def2-TZVPD basis set, the Open Molecules 2025 dataset).

Bonds (Å) are listed after each position.
Element x y z (Å)
1 C 1.85480 -1.58688 1.21040  C5 1.529, H10 1.132, H11 1.125, H12 1.030
2 C 1.60476 2.04507 0.14484  C6 1.555, H13 1.199, H14 1.120, H15 1.175
3 C -2.07455 1.98179 0.69795  C7 1.501, H16 1.130, H17 1.145, H18 1.119
4 C -1.97486 -2.29919 -2.38138  S9 1.815, H19 1.068, H20 1.078, H21 1.129
5 C 0.65050 -1.61676 0.26837  C1 1.529, P8 1.884, H22 1.032, H23 1.063
6 C 1.22750 1.05590 -0.99424  C2 1.555, P8 1.834, H24 1.047, H25 1.110
7 C -1.22880 0.80437 1.08662  C3 1.501, P8 2.000, H26 1.145, H27 1.176
8 P -0.11843 -0.01624 -0.36081  C5 1.884, C6 1.834, C7 2.000
9 S -2.58496 -0.62451 -2.03809  C4 1.815
10 H 1.84289 -2.67819 1.51246  C1 1.132
11 H 2.79669 -1.39705 0.62443  C1 1.125
12 H 1.81483 -0.98595 2.04648  C1 1.030
13 H 0.65185 2.74893 0.32864  C2 1.199
14 H 1.76713 1.42320 1.06240  C2 1.120
15 H 2.54653 2.69420 -0.12426  C2 1.175
16 H -2.79510 1.86340 -0.16503  C3 1.130
17 H -2.82700 2.19851 1.53388  C3 1.145
18 H -1.57657 2.94255 0.41355  C3 1.119
19 H -2.79102 -2.95502 -2.16973  C4 1.068
20 H -1.24809 -2.46126 -1.60237  C4 1.078
21 H -1.53241 -2.48811 -3.40312  C4 1.129
22 H -0.14704 -2.12747 0.67929  C5 1.032
23 H 0.96637 -2.15626 -0.59144  C5 1.063
24 H 2.13900 0.55061 -1.09306  C6 1.047
25 H 0.87075 1.41164 -1.98384  C6 1.110
26 H -1.88248 -0.12358 1.23460  C7 1.145
27 H -0.47101 1.12996 1.92483  C7 1.176

- E: -1016.673163 Eh
- Spin multiplicity: 1
- Charge: +1

***

[2]
# C26H79N5O11

11 unconnected molecules or ions with the total composition C26H79N5O11 at a distorted geometry (ωB97M-V with the def2-TZVPD basis set, the Open Molecules 2025 dataset).

Bonds (Å) are listed after each position.
Element x y z (Å)
1 C 0.06239 -1.97051 -3.61830  C2 1.554, H7 1.090, H8 1.090, H9 1.090
2 C 1.35185 -1.59734 -4.40108  C1 1.554, C3 1.575, N6 1.443, H10 1.090
3 C 2.00005 -0.20425 -4.05340  C2 1.575, O4 1.462, H11 1.090, H12 1.090
4 O 3.18688 -0.00756 -4.88338  C3 1.462, C5 1.433
5 C 3.96609 1.11905 -4.46130  O4 1.433, H13 1.090, H14 1.090, H15 1.090
6 N 2.22633 -2.74118 -4.49161  C2 1.443, H16 1.010, H17 1.010
7 H 0.05658 -1.84360 -2.53573  C1 1.090
8 H -0.13690 -3.03344 -3.75456  C1 1.090
9 H -0.85267 -1.49556 -3.97212  C1 1.090
10 H 1.05216 -1.47230 -5.44158  C2 1.090
11 H 2.39424 -0.30706 -3.04238  C3 1.090
12 H 1.26373 0.58864 -4.18474  C3 1.090
13 H 4.27951 0.90672 -3.43915  C5 1.090
14 H 3.45365 2.08103 -4.45248  C5 1.090
15 H 4.90844 1.21719 -5.00024  C5 1.090
16 H 2.85119 -2.66546 -5.28150  N6 1.010
17 H 2.86550 -2.73835 -3.70960  N6 1.010
18 C -1.57872 -4.91607 -0.63106  C19 1.582, H24 1.090, H25 1.090, H26 1.090
19 C -2.38791 -6.05386 0.11260  C18 1.582, C20 1.568, N23 1.473, H27 1.090
20 C -1.61067 -7.41579 0.12926  C19 1.568, O21 1.462, H28 1.090, H29 1.090
21 O -1.83059 -8.07583 -1.15691  C20 1.462, C22 1.398
22 C -1.39582 -9.40053 -1.26529  O21 1.398, H30 1.090, H31 1.090, H32 1.090
23 N -2.75513 -5.62697 1.47374  C19 1.473, H33 1.010, H34 1.010
24 H -0.62624 -4.67934 -0.15689  C18 1.090
25 H -2.11489 -3.96969 -0.56051  C18 1.090
26 H -1.51346 -5.13801 -1.69624  C18 1.090
27 H -3.29943 -6.23014 -0.45850  C19 1.090
28 H -2.07918 -7.87880 0.99772  C20 1.090
29 H -0.57129 -7.22206 0.39431  C20 1.090
30 H -0.32335 -9.52978 -1.41094  C22 1.090
31 H -1.81648 -9.76216 -2.20356  C22 1.090
32 H -1.69824 -10.17086 -0.55590  C22 1.090
33 H -1.95696 -5.28104 1.98692  N23 1.010
34 H -3.26498 -6.38701 1.90093  N23 1.010
35 C -3.63755 2.40050 1.79480  C36 1.542, H41 1.090, H42 1.090, H43 1.090
36 C -4.56103 3.59442 2.11142  C35 1.542, C37 1.605, N40 1.473, H44 1.090
37 C -4.20196 4.74634 1.05322  C36 1.605, O38 1.374, H45 1.090, H46 1.090
38 O -2.90727 5.20383 1.10811  C37 1.374, C39 1.435
39 C -2.49731 6.28643 0.25962  O38 1.435, H47 1.090, H48 1.090, H49 1.090
40 N -5.94306 3.13332 1.89413  C36 1.473, H50 1.010, H51 1.010
41 H -3.76962 1.76179 2.66812  C35 1.090
42 H -2.59154 2.70683 1.78297  C35 1.090
43 H -3.70640 1.90947 0.82411  C35 1.090
44 H -4.48526 3.89370 3.15679  C36 1.090
45 H -4.86484 5.59049 1.24317  C37 1.090
46 H -4.68391 4.40001 0.13895  C37 1.090
47 H -3.16134 7.13462 0.42614  C39 1.090
48 H -2.70201 6.00579 -0.77355  C39 1.090
49 H -1.45669 6.61041 0.24412  C39 1.090
50 H -6.32820 2.48503 2.56606  N40 1.010
51 H -6.44383 4.00863 1.95023  N40 1.010
52 C -0.68763 1.39171 -1.20857  C53 1.519, H58 1.090, H59 1.090, H60 1.090
53 C 0.30687 1.60239 -0.07994  C52 1.519, C54 1.538, N57 1.473, H61 1.090
54 C 1.13257 0.33719 0.20981  C53 1.538, O55 1.378, H62 1.090, H63 1.090
55 O 0.25336 -0.66223 0.56811  C54 1.378, C56 1.458
56 C 0.64602 -2.06656 0.58511  O55 1.458, H64 1.090, H65 1.090, H66 1.090
57 N 1.07991 2.79643 -0.46244  C53 1.473, H67 1.010, H68 1.010
58 H -1.27911 0.52088 -0.92591  C52 1.090
59 H -0.34908 1.21595 -2.22964  C52 1.090
60 H -1.27044 2.31175 -1.16428  C52 1.090
61 H -0.31512 1.81314 0.79002  C53 1.090
62 H 1.94386 0.54545 0.90733  C54 1.090
63 H 1.56209 -0.03709 -0.71945  C54 1.090
64 H -0.04639 -2.79492 1.00720  C56 1.090
65 H 1.49851 -2.18074 1.25468  C56 1.090
66 H 1.11476 -2.42706 -0.33055  C56 1.090
67 H 1.61841 3.11441 0.33065  N57 1.010
68 H 0.27989 3.39602 -0.60585  N57 1.010
69 C 3.07077 2.73073 2.89526  C70 1.532, H75 1.090, H76 1.090, H77 1.090
70 C 4.53288 2.52295 2.48805  C69 1.532, C71 1.549, N74 1.440, H78 1.090
71 C 4.92927 1.50715 1.38716  C70 1.549, O72 1.411, H79 1.090, H80 1.090
72 O 4.83290 0.15870 1.79219  C71 1.411, C73 1.403
73 C 4.63986 -0.84286 0.82892  O72 1.403, H81 1.090, H82 1.090, H83 1.090
74 N 5.01800 3.83505 2.14544  C70 1.440, H84 1.010, H85 1.010
75 H 2.58596 3.34506 2.13655  C69 1.090
76 H 2.94744 3.14764 3.89480  C69 1.090
77 H 2.66957 1.71730 2.88645  C69 1.090
78 H 5.18884 2.46336 3.35653  C70 1.090
79 H 5.94689 1.66206 1.02864  C71 1.090
80 H 4.24294 1.81083 0.59669  C71 1.090
81 H 5.33737 -0.80416 -0.00778  C73 1.090
82 H 3.64369 -0.84303 0.38649  C73 1.090
83 H 4.81287 -1.85069 1.20636  C73 1.090
84 H 4.76007 4.60549 2.74543  N74 1.010
85 H 5.99383 3.97257 1.92418  N74 1.010
86 C 3.34819 4.77170 -1.61394  O87 1.491, H88 1.090, H89 1.090, H90 1.090
87 O 3.00024 3.58398 -2.44492  C86 1.491, H91 0.960
88 H 3.17812 4.65153 -0.54401  C86 1.090
89 H 4.37499 5.12589 -1.70510  C86 1.090
90 H 2.88167 5.69269 -1.96357  C86 1.090
91 H 2.26851 3.20984 -1.94876  O87 0.960
92 C -0.13500 0.94788 3.59501  O93 1.444, H94 1.090, H95 1.090, H96 1.090
93 O 0.08852 -0.47342 3.47382  C92 1.444, H97 0.960
94 H -1.16913 1.12867 3.30175  C92 1.090
95 H 0.04400 1.17771 4.64536  C92 1.090
96 H 0.39638 1.62516 2.92642  C92 1.090
97 H 0.20981 -0.76739 2.56803  O93 0.960
98 C -3.24148 -1.90047 2.42488  O99 1.446, H100 1.090, H101 1.090, H102 1.090
99 O -4.55153 -2.24576 1.91980  C98 1.446, H103 0.960
100 H -2.65464 -2.81860 2.45240  C98 1.090
101 H -2.84681 -1.16560 1.72325  C98 1.090
102 H -3.30062 -1.46077 3.42050  C98 1.090
103 H -4.44010 -3.18923 1.78179  O99 0.960
104 C -3.83259 -1.17446 -1.01889  O105 1.407, H106 1.090, H107 1.090, H108 1.090
105 O -4.37879 -0.47089 -2.10843  C104 1.407, H109 0.960
106 H -3.89306 -0.44310 -0.21295  C104 1.090
107 H -4.30300 -2.13767 -0.82130  C104 1.090
108 H -2.83547 -1.27325 -1.44794  C104 1.090
109 H -4.19048 -0.99640 -2.88945  O105 0.960
110 C -0.18267 5.46547 -2.99490  O111 1.412, H112 1.090, H113 1.090, H114 1.090
111 O -1.57806 5.37491 -3.18998  C110 1.412, H115 0.960
112 H 0.23645 4.46019 -2.95195  C110 1.090
113 H 0.30145 6.03760 -3.78634  C110 1.090
114 H -0.00705 5.91051 -2.01550  C110 1.090
115 H -1.74788 5.05671 -4.07964  O111 0.960
116 C 1.37245 -3.75296 4.15050  O117 1.368, H118 1.090, H119 1.090, H120 1.090
117 O 2.69996 -3.82898 3.82934  C116 1.368, H121 0.960
118 H 1.19983 -3.86806 5.22057  C116 1.090
119 H 1.10683 -2.69880 4.07111  C116 1.090
120 H 0.66504 -4.35508 3.58031  C116 1.090
121 H 3.11046 -3.18415 4.41011  O117 0.960

- E: -2138.737818 Eh
- Spin multiplicity: 2
- Charge: +1

***

[3]
# CH3Br3Si

2 unconnected molecules or ions with the total composition CH3Br3Si at a distorted geometry (ωB97M-V with the def2-TZVPD basis set, the Open Molecules 2025 dataset).

Bonds (Å) are listed after each position.
Element x y z (Å)
1 C -0.80561 0.26680 0.18184  Si2 1.833, Br3 1.876, H7 1.043
2 Si 0.93845 -0.28817 0.07584  C1 1.833, Br4 2.199, Br5 2.226, H8 1.348
3 Br -1.42430 1.40855 1.53569  C1 1.876
4 Br 1.47289 -0.48569 -2.04843  Si2 2.199
5 Br 1.17524 -2.30877 0.97879  Si2 2.226
6 H -1.37995 1.07644 -1.27801  no bonds
7 H -1.52566 -0.42604 -0.11623  C1 1.043
8 H 1.54893 0.75688 0.67049  Si2 1.348

- E: -8051.417214 Eh
- Spin multiplicity: 1

***

[4]
# C2H2N2OS

2 unconnected molecules or ions with the total composition C2H2N2OS at a distorted geometry (ωB97M-V with the def2-TZVPD basis set, the Open Molecules 2025 dataset).

Bonds (Å) are listed after each position.
Element x y z (Å)
1 C -3.20208 0.81241 0.10925  N2 1.172, H4 1.050
2 N -2.10660 0.39632 0.08997  C1 1.172, S3 1.535
3 S -0.67110 -0.12870 0.23390  N2 1.535
4 H -4.14989 1.12056 -0.21966  C1 1.050
5 N 2.34870 -1.14654 0.29616  C6 1.192, H8 0.994
6 C 2.62921 -0.05852 -0.10122  N5 1.192, O7 1.154
7 O 2.87845 1.05208 -0.29222  C6 1.154
8 H 2.27331 -2.04761 -0.11619  N5 0.994

- E: -660.279867 Eh
- SMILES string: C#[N+][S-].N=C=O
- Spin multiplicity: 1

***

[5]
# C2H4N2OS

C2H4N2OS in the gas phase at a distorted geometry (ωB97M-V with the def2-TZVPD basis set, the Open Molecules 2025 dataset).

Bonds (Å) are listed after each position.
Element x y z (Å)
1 N 1.38697 0.92148 0.02917  C2 1.291, H7 1.092, H8 1.046
2 C 1.21420 -0.35464 -0.06551  N1 1.291, O3 1.241, C4 1.548
3 O 2.10764 -1.21330 -0.14037  C2 1.241
4 C -0.23511 -0.80638 0.23974  C2 1.548, N5 1.304, H9 1.188
5 N -1.15145 0.11204 0.37022  C4 1.304, S6 1.821
6 S -2.82208 -0.38299 -0.15953  N5 1.821, H10 1.317
7 H 2.34539 1.34703 -0.27677  N1 1.092
8 H 0.65930 1.49853 -0.45299  N1 1.046
9 H -0.31191 -1.98201 0.39089  C4 1.188
10 H -3.19295 0.86024 0.06514  S6 1.317

- E: -661.491535 Eh
- SMILES string: NC(=O)/C=N/S
- Spin multiplicity: 1

***

[6]
# C6H10Br3OP

C6H10Br3OP in the gas phase at a distorted geometry (ωB97M-V with the def2-TZVPD basis set, the Open Molecules 2025 dataset).

Bonds (Å) are listed after each position.
Element x y z (Å)
1 C -0.82276 0.71499 1.04035  C2 1.510, P8 1.877, H12 1.094, H13 1.094
2 C 0.67332 0.55730 1.16810  C1 1.510, C4 1.486, Br9 1.972, H14 1.100
3 C -0.30870 -0.69669 -1.57860  P8 1.784, Br10 1.854, H15 1.075
4 C 1.44373 0.98219 -0.02887  C2 1.486, C5 1.485, Br11 1.884
5 C 2.85235 0.57318 -0.26346  C4 1.485, H16 1.095, H17 1.088, H18 1.090
6 C -2.37911 -1.59762 0.21303  P8 1.839, H19 1.085, H20 1.089, H21 1.088
7 O -2.50686 0.84753 -1.10368  P8 1.464
8 P -1.57645 -0.09359 -0.47717  C1 1.877, C3 1.784, C6 1.839, O7 1.464
9 Br 1.05076 -1.33838 1.55805  C2 1.972
10 Br -0.13193 0.15693 -3.21455  C3 1.854
11 Br 0.88981 2.58027 -0.85778  C4 1.884
12 H -1.33479 0.30677 1.91622  C1 1.094
13 H -1.09758 1.77120 0.96341  C1 1.094
14 H 1.01632 1.08162 2.07180  C2 1.100
15 H 0.25400 -1.60405 -1.45303  C3 1.075
16 H 3.51387 0.96978 0.51362  C5 1.095
17 H 3.19896 0.95285 -1.22201  C5 1.088
18 H 2.95461 -0.51156 -0.25461  C5 1.090
19 H -1.70438 -2.20136 0.81112  C6 1.085
20 H -3.22256 -1.26412 0.81545  C6 1.089
21 H -2.76258 -2.18724 -0.61740  C6 1.088

- E: -8373.196887 Eh
- Spin multiplicity: 1

***

Q: Which of these has the highest E?
A: C2H2N2OS